--- i ---
Below is a 2-piece molecular cluster, C5H11O2 overall, with properties calculated with ωB97M-V/def2-TZVPD.

Gap between HOMO and LUMO: 8.11 eV
Highest occupied orbital energy: -3.9 eV
Lowest unoccupied orbital energy: 4.221 eV

```
! wB97M-V def2-TZVPD RIJCOSX def2/J DEFGRID3
* xyz -1 1
C 2.81 0.03 -2.20
C 1.70 0.31 -1.10
O 0.50 0.44 -1.42
O 2.22 0.27 0.05
H 3.79 0.17 -1.77
H 2.71 0.76 -3.01
H 2.63 -1.00 -2.47
C -1.36 0.51 1.15
C -2.45 -0.01 0.21
C -0.74 -0.60 1.94
H -0.53 0.90 0.54
H -1.67 1.42 1.69
H -2.83 -0.96 0.60
H -2.01 -0.19 -0.76
H -0.56 -1.47 1.28
H 0.30 -0.44 2.24
H -3.33 0.63 0.09
H -1.19 -0.76 2.93
*
```


--- ii ---
Below is a 2-piece molecular cluster, C5H11O2 overall, with properties calculated with ωB97M-V/def2-TZVPD.

Gap between HOMO and LUMO: 7.83 eV
Highest occupied orbital energy: -3.8 eV
Lowest unoccupied orbital energy: 4.051 eV

```
! wB97M-V def2-TZVPD RIJCOSX def2/J DEFGRID3
* xyz -1 1
C 1.79 -1.08 1.20
C 0.64 -0.89 2.21
H 2.60 -1.72 1.56
H 1.30 -1.59 0.35
H 2.14 -0.09 0.95
H 0.05 -1.79 2.35
H 0.96 -0.58 3.21
H 0.05 0.06 1.97
C -0.34 0.71 -1.19
C -1.02 0.73 -2.53
C -1.47 0.77 -0.07
O -2.35 1.63 -0.29
O -1.45 -0.03 0.90
H 0.37 -0.10 -1.01
H 0.29 1.55 -0.84
H -1.88 1.40 -2.58
H -1.40 -0.17 -2.98
H -0.29 1.20 -3.22
*
```


--- iii ---
Below is an isolated ion of composition C5H11O2 and charge -1, with properties calculated with ωB97M-V/def2-TZVPD.

Gap between HOMO and LUMO: 7.06 eV
Highest occupied orbital energy: -2.9 eV
SMILES string: [O-]CCCCCO
Lowest unoccupied orbital energy: 4.210 eV

```
! wB97M-V def2-TZVPD RIJCOSX def2/J DEFGRID3
* xyz -1 1
C 1.52 -0.56 1.13
O 0.83 -1.70 0.87
C 1.36 0.85 0.33
C -0.06 1.22 -0.19
C -0.73 0.29 -1.18
C -1.78 -0.78 -0.67
O -1.88 -1.05 0.73
H 2.61 -0.75 0.97
H 1.34 -0.31 2.19
H 1.96 0.75 -0.59
H 1.94 1.40 1.08
H -0.72 1.29 0.72
H 0.21 2.14 -0.75
H 0.03 -0.22 -1.79
H -1.40 0.83 -1.85
H -1.56 -1.71 -1.15
H -2.74 -0.25 -0.77
H -0.93 -1.44 0.92
*
```


How far above the most stable structure does each one sit? In eV: i 0.000; ii 0.626; iii 2.491.


--- i ---
Below is a 2-piece molecular cluster, C5H11O2 overall, with properties calculated with ωB97M-V/def2-TZVPD.

Gap between HOMO and LUMO: 7.11 eV
Highest occupied orbital energy: -3.7 eV
Lowest unoccupied orbital energy: 3.394 eV

```
! wB97M-V def2-TZVPD RIJCOSX def2/J DEFGRID3
* xyz -1 1
C 0.06 -0.38 2.37
C -0.62 0.97 2.70
C 1.01 -0.95 3.45
H -0.73 -1.09 2.12
H 0.67 -0.10 1.51
H -1.66 1.00 2.38
H -0.10 1.78 2.22
H 1.45 -0.15 4.06
H 0.48 -1.56 4.16
H -0.81 1.08 3.78
H 1.83 -1.38 2.87
C 1.14 -0.42 -2.19
C -0.37 0.13 -2.43
O -0.38 1.38 -2.56
O -1.26 -0.72 -2.46
H 1.66 0.54 -2.16
H 1.61 -0.88 -3.07
H 1.21 -1.14 -1.38
*
```


--- ii ---
Below is a 2-piece molecular cluster, C5H11O2 overall, with properties calculated with ωB97M-V/def2-TZVPD.

Gap between HOMO and LUMO: 7.10 eV
Highest occupied orbital energy: -3.3 eV
Lowest unoccupied orbital energy: 3.848 eV

```
! wB97M-V def2-TZVPD RIJCOSX def2/J DEFGRID3
* xyz -1 1
C 0.97 -1.68 1.12
C 0.65 -1.45 2.61
H 1.16 -0.67 0.59
H 1.95 -2.22 1.05
H 0.18 -2.23 0.75
H -0.25 -0.77 2.74
H 1.44 -0.84 3.09
H 0.53 -2.41 3.05
C -0.56 1.27 -0.96
C -0.35 2.36 -2.09
C -1.27 -0.12 -1.41
O -2.47 -0.28 -1.23
O -0.63 -1.05 -1.78
H 0.43 0.90 -0.60
H -0.88 1.50 0.02
H -1.26 2.98 -2.06
H -0.23 1.87 -3.04
H 0.58 2.85 -1.85
*
```


--- iii ---
Below is a 2-piece molecular cluster, C5H11O2 overall, with properties calculated with ωB97M-V/def2-TZVPD.

Gap between HOMO and LUMO: 7.06 eV
Highest occupied orbital energy: -3.7 eV
Lowest unoccupied orbital energy: 3.356 eV

```
! wB97M-V def2-TZVPD RIJCOSX def2/J DEFGRID3
* xyz -1 1
C -1.07 -2.21 0.29
C 0.00 -3.27 0.05
C -0.51 -0.81 0.02
H -2.06 -2.46 -0.10
H -1.31 -2.25 1.37
H 0.75 -3.25 0.85
H 0.56 -3.01 -0.86
H -1.26 -0.04 -0.05
H 0.24 -0.57 0.78
H -0.41 -4.24 -0.17
H 0.07 -0.89 -0.90
C 0.21 3.37 -0.66
C 1.33 3.20 0.41
O 2.53 3.34 0.07
O 0.88 2.93 1.55
H 0.43 2.65 -1.46
H 0.29 4.35 -1.11
H -0.68 3.17 -0.07
*
```


--- iv ---
Below is a 2-piece molecular cluster, C5H11O2 overall, with properties calculated with ωB97M-V/def2-TZVPD.

Gap between HOMO and LUMO: 7.50 eV
Highest occupied orbital energy: -3.7 eV
Lowest unoccupied orbital energy: 3.847 eV

```
! wB97M-V def2-TZVPD RIJCOSX def2/J DEFGRID3
* xyz -1 1
C -2.47 0.30 -0.97
C -1.46 1.29 -1.43
H -2.34 -0.79 -0.89
H -2.95 0.53 0.02
H -3.44 0.26 -1.58
H -1.44 1.60 -2.60
H -1.42 2.28 -1.11
H -0.47 0.90 -1.11
C 1.29 -0.30 0.53
C 2.52 -1.18 0.68
C 0.52 -0.40 1.85
O -0.26 -1.34 2.11
O 0.65 0.64 2.50
H 1.78 0.77 0.37
H 0.87 -0.26 -0.46
H 2.17 -2.29 0.65
H 3.26 -0.85 1.51
H 3.18 -1.15 -0.08
*
```


How far above the most stable structure does each one sit? In eV: i 0.340; ii 1.017; iii 0.000; iv 1.755.


--- i ---
Below is C5H6O2S as an isolated structure, with properties calculated with ωB97M-V/def2-TZVPD.

Gap between HOMO and LUMO: 8.35 eV
Highest occupied orbital energy: -9.0 eV
Lowest unoccupied orbital energy: -0.683 eV

```
! wB97M-V def2-TZVPD RIJCOSX def2/J DEFGRID3
* xyz 0 1
C 0.10 -1.10 1.59
C -0.20 -0.66 0.14
C -2.18 0.03 -0.69
C -1.06 0.83 0.00
C 1.06 -0.55 -0.68
H -0.17 -2.35 1.51
H -0.57 -0.36 2.48
H 1.52 -0.70 1.53
H -3.09 -0.04 0.07
H -2.66 0.45 -1.58
H 0.87 -0.83 -1.61
O -1.31 -1.10 -0.66
O -1.00 1.86 0.67
S 2.27 0.40 -0.29
*
```


--- ii ---
Below is one molecule with the formula C5H6O2S, with properties calculated with ωB97M-V/def2-TZVPD.

Gap between HOMO and LUMO: 9.84 eV
Highest occupied orbital energy: -9.4 eV
SMILES string: CC1=COC(=O)SC1
Lowest unoccupied orbital energy: 0.464 eV

```
! wB97M-V def2-TZVPD RIJCOSX def2/J DEFGRID3
* xyz 0 1
C -1.95 0.01 -0.15
C -0.50 -0.17 0.02
C 0.24 -1.21 -0.31
C 2.45 -0.23 -0.02
C 0.18 1.13 0.54
H -2.09 0.49 -1.24
H -2.34 -0.97 -0.33
H -2.67 0.44 0.62
H -0.15 -2.20 -0.83
H 0.35 1.02 1.64
H -0.48 2.06 0.27
O 1.52 -1.21 0.12
O 3.65 -0.48 0.08
S 1.79 1.34 -0.41
*
```


How far above the most stable structure does each one sit? In eV: i 4.543; ii 0.000.